Record 1
This record from the Open Molecules 2025 dataset describes a molecular structure, C31H58As2NO4PPtS4SeSi3. The level of theory is ωB97M-V with the def2-TZVPD basis set.

Its spin multiplicity is 5. The expectation value of S² is 6.07. The value obtained for the HOMO energy (spin up / spin down) is -0.0510 / -0.0797 Ha. As for the charge: -2. Its LUMO energy (spin up / spin down) is 4.133 / 2.429 eV. The frontier orbital gap (spin up / spin down) comes out at 0.2029 / 0.1690 hartree.

CARTESIAN COORDINATES (ANGSTROEM)
Pt  -0.5045  0.1718  -0.3008
C  -3.6260  1.2131  1.0385
C  -2.7257  2.3809  1.3862
C  -3.3293  3.1078  2.5824
P  -0.8923  1.6952  1.5689
C  -0.1312  3.3572  2.0534
C  1.3928  3.4082  2.0935
C  -0.6099  4.4001  1.0325
C  -1.3457  0.6030  2.9453
C  -1.5729  1.0507  4.2276
C  -2.1020  0.2218  5.2127
C  -2.4578  0.7557  6.5701
C  -2.3131  -1.1199  4.8966
C  -2.0315  -1.6118  3.6485
C  -1.5799  -0.7617  2.6050
N  -1.3887  -1.2037  1.3626
C  -1.5628  -2.5441  1.0251
C  -2.8247  -3.1367  0.8537
C  -4.0964  -2.3643  1.0378
C  -2.9070  -4.4741  0.4934
C  -1.7833  -5.2544  0.2912
C  -1.8870  -6.7005  -0.0988
C  -0.5406  -4.6537  0.4320
C  -0.4140  -3.3222  0.7788
C  0.9258  -2.7022  0.9301
H  -4.5871  1.5499  0.6472
H  -3.8048  0.5895  1.9139
H  -3.1550  0.5963  0.2695
H  -2.7118  3.0456  0.5196
H  -3.4351  2.4229  3.4207
H  -4.3263  3.4693  2.3161
H  -2.7376  3.9621  2.9038
H  -0.5183  3.5906  3.0547
H  1.8027  3.0839  1.1409
H  1.7977  2.7817  2.8809
H  1.7128  4.4386  2.2771
H  -0.6406  3.9581  0.0368
H  0.0856  5.2387  1.0109
H  -1.5988  4.7908  1.2539
H  -1.3380  2.0757  4.4732
H  -2.6340  1.8303  6.5370
H  -1.6510  0.5744  7.2803
H  -3.3596  0.2711  6.9453
H  -2.7045  -1.7913  5.6524
H  -2.1571  -2.6635  3.4360
H  -3.9307  -1.3051  0.8831
H  -4.4850  -2.5024  2.0504
H  -4.8490  -2.7007  0.3246
H  -3.8904  -4.9099  0.3696
H  -2.8841  -7.0887  0.1004
H  -1.1535  -7.2989  0.4456
H  -1.6829  -6.8202  -1.1654
H  0.3552  -5.2399  0.2723
H  1.7123  -3.3534  0.5591
H  1.1089  -2.4593  1.9793
H  0.9578  -1.7439  0.3881
S  -4.9714  0.2962  -2.0574
As  -2.9320  0.3396  -2.6718
S  -1.8094  2.0223  -1.8400
S  -1.7895  -1.3720  -1.8974
S  -3.0391  0.3801  -4.7901
C  0.0601  2.2082  -4.7606
Si  0.9545  0.5685  -4.3348
C  2.5095  0.6544  -5.4726
C  0.1006  -1.0312  -4.9525
As  1.4169  0.3894  -1.9680
Si  2.8291  -1.5290  -1.9258
C  1.7179  -3.0454  -2.3183
C  3.8267  -1.5942  -0.2967
C  4.2255  -1.6513  -3.2573
Si  2.9837  2.1507  -1.6439
C  4.0374  1.9509  -0.0624
C  2.0405  3.8193  -1.7325
C  4.3220  2.3574  -3.0237
H  -0.5286  2.1093  -5.6685
H  0.7646  3.0270  -4.8968
H  -0.6293  2.4893  -3.9691
H  2.1992  0.5915  -6.5101
H  3.1944  -0.1612  -5.2849
H  3.0527  1.5817  -5.3485
H  -0.5279  -0.8328  -5.8167
H  -0.5462  -1.4470  -4.1832
H  0.8310  -1.7909  -5.2254
H  0.7053  -2.8808  -1.9554
H  2.0857  -3.9632  -1.8722
H  1.6503  -3.2008  -3.3901
H  3.3228  -1.0986  0.5296
H  4.7838  -1.0950  -0.4294
H  4.0305  -2.6149  0.0140
H  3.8396  -1.8699  -4.2463
H  4.9144  -2.4486  -2.9930
H  4.8045  -0.7339  -3.3151
H  3.5199  1.4178  0.7320
H  4.3405  2.9138  0.3406
H  4.9425  1.3910  -0.2816
H  1.2971  3.8859  -0.9464
H  1.5104  3.9022  -2.6800
H  2.7016  4.6767  -1.6385
H  4.6826  1.4017  -3.3865
H  5.1763  2.9016  -2.6305
H  3.9399  2.9150  -3.8723
O  1.4970  1.2616  4.2451
Se  1.7004  0.2017  3.0752
O  3.2316  0.1197  2.6057
O  0.8663  0.7563  1.6448
O  1.1741  -1.2333  3.5164


Record 2
This record from the Open Molecules 2025 dataset describes 20 unconnected molecules or ions with the total composition C31H58BCl38NO6P. The level of theory is ωB97M-V with the def2-TZVPD basis set.

The value obtained for the HOMO energy is -0.4002 Ha. As for the charge: +1. Its LUMO energy is -3.660 eV. The frontier orbital gap comes out at 0.2657 hartree.

CARTESIAN COORDINATES (ANGSTROEM)
C  0.8166  -2.6367  -0.2655
O  0.2099  -3.5267  -1.2233
B  -1.0393  -3.0826  -1.5882
O  -2.1096  -3.9400  -1.3351
C  -1.3404  -1.6735  -2.3198
C  -1.0892  -1.6398  -3.7324
O  -0.6050  -2.6736  -4.4178
C  0.5569  -2.3279  -5.2157
C  1.5919  -1.3956  -4.5104
C  2.7894  -1.2118  -5.5431
O  2.1050  -1.9413  -3.3016
N  -1.3502  -0.5082  -4.4380
C  -1.8067  0.6380  -3.8906
C  -2.0578  0.7523  -2.4809
P  -2.6461  2.4198  -1.8364
C  -1.8988  2.7851  -0.1589
C  -1.8530  3.7283  -2.9771
C  -1.8333  -0.4573  -1.6816
C  -2.0982  -0.4850  -0.1659
O  -3.1040  -0.8167  0.3143
O  -1.0596  -0.1404  0.6262
H  0.6200  -1.5625  -0.4905
H  1.9068  -2.8153  -0.3032
H  0.3572  -2.8546  0.7191
H  -2.8872  -3.4123  -1.1147
H  0.2994  -1.9277  -6.2322
H  1.0897  -3.2887  -5.4195
H  1.2265  -0.3659  -4.3090
H  2.8207  -2.0087  -6.3123
H  2.5710  -0.2535  -6.0822
H  3.7380  -1.0588  -4.9959
H  2.6888  -2.6609  -3.5748
H  -1.2023  -0.4941  -5.4429
H  -1.9654  1.5014  -4.5590
H  -0.9270  2.2762  0.0275
H  -1.7003  3.8744  -0.0192
H  -2.6481  2.5163  0.6227
H  -1.1049  4.3179  -2.3999
H  -1.3024  3.2804  -3.8227
H  -2.6129  4.4706  -3.3201
H  -1.3561  -0.2715  1.5460
C  0.7816  -2.0898  3.8339
Cl  2.0355  -2.0322  2.5903
Cl  0.1069  -0.4916  4.1437
H  -0.0157  -2.7466  3.4985
H  1.2157  -2.4750  4.7519
C  -2.1824  2.2990  6.0512
Cl  -0.9469  2.3623  4.7852
Cl  -2.8448  3.9050  6.3802
H  -2.9878  1.6391  5.7217
H  -1.7336  1.9142  6.9601
C  5.3538  -4.8414  -3.5515
Cl  5.6948  -3.4748  -4.6177
Cl  3.6630  -5.3473  -3.6825
H  5.9936  -5.6727  -3.8283
H  5.5537  -4.5463  -2.5266
C  4.4941  -4.6077  2.5791
Cl  5.9586  -4.2324  1.6626
Cl  4.8693  -5.4731  4.0720
H  3.9924  -3.6808  2.8358
H  3.8448  -5.2260  1.9670
C  4.1260  -4.2569  7.4228
Cl  3.7849  -2.6408  6.7871
Cl  4.3234  -4.2308  9.1769
H  3.3004  -4.9150  7.1724
H  5.0409  -4.6252  6.9715
C  0.6210  -3.1858  -9.4320
Cl  1.9849  -3.8184  -8.5039
Cl  -0.4877  -2.2668  -8.3982
H  0.9977  -2.5319  -10.2115
H  0.0808  -4.0121  -9.8734
C  2.9415  6.8820  5.3459
Cl  2.6352  8.3308  4.3775
Cl  3.4804  7.3015  6.9776
H  2.0308  6.3096  5.4155
H  3.7116  6.2918  4.8626
C  -2.9007  1.1183  9.9799
Cl  -1.3515  1.9613  9.9059
Cl  -3.2453  0.2787  8.4589
H  -2.8691  0.3898  10.7833
H  -3.6875  1.8418  10.1666
C  -3.7821  -1.3815  5.1332
Cl  -3.8795  0.2291  4.4077
Cl  -2.5389  -2.3623  4.3515
H  -3.5371  -1.2801  6.1853
H  -4.7421  -1.8749  5.0235
C  3.0230  -6.1968  -11.6768
Cl  1.4052  -5.6688  -11.1903
Cl  4.0918  -6.3692  -10.2795
H  2.9425  -7.1560  -12.1775
H  3.4448  -5.4607  -12.3531
C  2.2704  3.3265  -2.6991
Cl  3.5669  2.3355  -2.0224
Cl  0.7266  2.4466  -2.7119
H  2.1923  4.2448  -2.1141
H  2.5180  3.5808  -3.7248
C  2.6171  7.2208  -0.4910
Cl  2.5058  6.6958  -2.1822
Cl  1.1118  7.0218  0.4080
H  3.3926  6.6451  0.0045
H  2.8795  8.2735  -0.4863
C  -4.7169  5.1093  2.8083
Cl  -3.4187  5.0790  1.6091
Cl  -5.3891  6.7320  2.9880
H  -5.5030  4.4303  2.4826
H  -4.3227  4.7858  3.7631
C  -7.4204  5.5812  0.2617
Cl  -7.3015  5.8389  -1.4855
Cl  -9.0102  6.0494  0.8748
H  -7.2587  4.5261  0.4718
H  -6.6630  6.1791  0.7574
C  3.9822  3.4907  3.3520
Cl  3.6560  4.9292  2.3787
Cl  4.5126  3.9275  4.9840
H  3.0716  2.9021  3.4156
H  4.7659  2.9078  2.8791
C  -7.3334  1.5959  0.5820
Cl  -6.1231  2.6885  1.2750
Cl  -8.4996  1.0764  1.7997
H  -7.8607  2.1154  -0.2129
H  -6.8283  0.7227  0.1819
C  4.7812  -8.3117  9.2553
Cl  4.8426  -7.9347  7.5270
Cl  3.2190  -7.8746  9.9532
H  4.9404  -9.3765  9.3885
H  5.5612  -7.7546  9.7641
C  -5.7478  10.8817  2.1756
Cl  -4.0769  11.1706  2.6726
Cl  -5.8401  9.6450  0.9156
H  -6.3180  10.5488  3.0367
H  -6.1653  11.8063  1.7911
C  2.7327  -9.6027  -9.6025
Cl  2.8296  -9.8438  -11.3529
Cl  1.1377  -10.0406  -8.9803
H  3.4809  -10.2244  -9.1214
H  2.9216  -8.5592  -9.3809


| no. | maximum force (hartree/bohr) |
| --- | --- |
| 1 | 0.036 |
| 2 | 0.074 |